# 1
ORCA calculation (ωB97M-V/def2-TZVPD) on a molecular structure, C14H30AsF6O13 in a non-equilibrium geometry.

## Properties
ΔE to the lowest compared entry with this formula, charge and spin: 0.0 kJ/mol
Energy: -4364.83363 a.u.
Total charge: -1

Structure (XYZ):
```
64
C14H30AsF6O13 ωB97M-V/def2-TZVPD
As -0.21 0.83 -0.77
F -1.32 1.97 -1.52
F -0.55 -0.29 -2.05
F 0.87 -0.31 -0.06
F 0.13 2.00 0.44
F -1.54 0.19 0.13
F 1.08 1.50 -1.70
O 0.20 4.78 -2.21
H -0.14 5.17 -1.39
H -0.32 3.97 -2.32
O 3.12 4.06 -2.75
H 2.16 4.00 -2.71
H 3.43 3.19 -2.49
C -4.84 0.92 1.29
C -3.93 1.60 2.28
C -2.79 2.40 1.67
O -3.01 3.74 2.13
C -4.06 3.79 2.94
O -4.44 4.76 3.52
O -4.66 2.58 3.04
H -5.59 0.36 1.85
H -4.24 0.26 0.66
H -5.32 1.64 0.63
H -3.53 0.88 3.00
H -2.78 2.39 0.58
H -1.80 2.07 1.97
C -1.63 -3.45 -2.57
C -0.47 -3.57 -1.63
C -0.76 -2.97 -0.22
O -0.71 -4.13 0.62
C -0.21 -5.18 -0.03
O 0.08 -6.23 0.45
O -0.08 -4.91 -1.36
H -1.46 -3.84 -3.59
H -1.87 -2.40 -2.74
H -2.52 -3.99 -2.23
H 0.39 -3.05 -2.08
H -1.76 -2.58 -0.16
H -0.01 -2.21 -0.06
C 4.50 -4.50 1.51
C 4.62 -3.05 1.09
C 3.34 -2.22 1.08
O 3.58 -1.21 2.06
C 4.77 -1.39 2.65
O 5.18 -0.73 3.56
O 5.45 -2.39 2.05
H 4.12 -4.57 2.53
H 5.49 -4.95 1.53
H 3.81 -5.07 0.88
H 5.09 -3.05 0.10
H 2.43 -2.77 1.31
H 3.22 -1.68 0.14
C 3.33 1.89 1.07
O 4.50 2.55 0.54
H 2.54 2.63 1.05
H 3.16 1.05 0.39
H 3.47 1.51 2.08
H 5.30 2.09 0.82
C -4.14 2.71 -2.74
O -2.96 2.89 -3.49
H -3.99 2.82 -1.66
H -4.84 3.49 -3.02
H -4.60 1.73 -2.96
H -2.29 2.31 -3.11
```

---

# 2
ORCA calculation (ωB97M-V/def2-TZVPD) on a molecular structure, C14H30ClNO4PRuSe2 in a non-equilibrium geometry.

## Properties
ΔE to the lowest compared entry with this formula, charge and spin: 159.1 kJ/mol
Energy: -6606.45464 a.u.
Spin multiplicity: 2
Total charge: -2

Structure (XYZ):
```
54
C14H30ClNO4PRuSe2 ωB97M-V/def2-TZVPD
Ru -0.22 0.05 -0.01
O 2.98 0.99 -0.22
C 3.08 2.19 0.49
C 2.23 2.40 1.76
C 2.92 3.62 2.41
O 2.40 3.99 3.68
C 2.30 1.16 2.67
Se 1.05 -0.33 2.21
C 0.74 2.76 1.55
Se 0.05 2.60 -0.28
H 2.08 0.93 -0.58
H 2.91 3.05 -0.18
H 4.13 2.22 0.81
H 2.84 4.47 1.71
H 3.98 3.41 2.57
H 1.45 3.87 3.64
H 2.07 1.45 3.69
H 3.32 0.76 2.65
H 0.51 3.76 1.94
H 0.13 2.05 2.09
C 2.46 -1.15 -2.67
C 1.09 -1.72 -2.27
C 0.29 -1.96 -3.56
C 1.31 -3.06 -1.55
N 0.40 -0.83 -1.40
H 2.98 -1.82 -3.37
H 3.08 -1.01 -1.79
H 2.33 -0.18 -3.15
H 0.78 -2.70 -4.19
H 0.20 -1.02 -4.12
H -0.72 -2.31 -3.33
H 1.91 -3.74 -2.16
H 0.34 -3.52 -1.33
H 1.81 -2.87 -0.60
Cl -3.56 -2.71 4.98
C -2.43 -2.44 3.58
C -3.12 -2.13 2.23
O -4.21 -2.67 1.97
O -2.42 -1.38 1.52
H -1.85 -3.35 3.48
H -1.77 -1.62 3.85
C -3.91 0.56 -0.21
P -2.34 -0.02 -0.93
C -2.83 -1.69 -1.50
C -2.36 0.87 -2.53
H -4.70 0.37 -0.93
H -3.85 1.63 0.01
H -4.09 0.00 0.71
H -3.51 -1.63 -2.36
H -3.33 -2.20 -0.67
H -1.93 -2.24 -1.76
H -3.27 0.68 -3.11
H -1.48 0.53 -3.09
H -2.25 1.94 -2.36
```

---

# 3
ORCA calculation (ωB97M-V/def2-TZVPD) on 3 unconnected molecules or ions with the total composition C14H30INO6 in a non-equilibrium geometry.

## Properties
ΔE to the lowest compared entry with this formula, charge and spin: 0.0 kJ/mol
Energy: -1355.20702 a.u.
Structure (SMILES): CN(CC(=O)I)C(=O)OCCCCO.CC(C)O.CC(C)O

Structure (XYZ):
```
52
C14H30INO6 ωB97M-V/def2-TZVPD
C 3.18 -2.07 3.98
N 2.66 -1.77 2.61
C 2.13 -0.38 2.49
C 2.28 0.28 1.04
O 2.91 1.36 0.95
I 1.45 -0.51 -0.81
C 1.62 -2.78 2.20
O 1.80 -3.36 1.11
O 0.57 -3.03 3.12
C -0.70 -3.27 2.45
C -1.31 -1.96 1.72
C -2.29 -1.12 2.73
C -1.92 0.45 2.78
O -1.60 0.86 4.14
H 2.42 -1.94 4.82
H 4.13 -1.45 4.19
H 3.52 -3.17 3.99
H 2.77 0.26 3.20
H 1.05 -0.29 2.91
H -1.45 -3.52 3.29
H -0.68 -4.18 1.75
H -0.51 -1.22 1.37
H -1.95 -2.33 0.86
H -3.36 -1.18 2.30
H -2.24 -1.55 3.80
H -2.79 1.11 2.42
H -1.00 0.71 2.13
H -0.84 0.29 4.44
C -2.63 4.54 -1.39
C -2.65 3.48 -0.30
C -1.41 3.56 0.57
O -2.73 2.19 -0.90
H -1.77 4.41 -2.05
H -3.53 4.47 -2.01
H -2.59 5.55 -0.95
H -3.55 3.60 0.32
H -0.51 3.39 -0.02
H -1.43 2.78 1.34
H -1.33 4.53 1.06
H -1.94 2.07 -1.45
C 0.83 -1.79 -6.09
C 0.95 -0.35 -5.61
C 2.40 0.05 -5.41
O 0.24 -0.21 -4.37
H 1.26 -2.48 -5.35
H -0.22 -2.08 -6.21
H 1.35 -1.93 -7.04
H 0.47 0.31 -6.33
H 2.88 -0.58 -4.65
H 2.46 1.08 -5.05
H 2.96 -0.03 -6.34
H 0.65 -0.80 -3.73
```

---

# 4
ORCA calculation (ωB97M-V/def2-TZVPD) on a molecular structure, C14H30N3OSeSi2SnTe.

## Properties
ΔE to the lowest compared entry with this formula, charge and spin: 0.0 kJ/mol
Energy: -4253.52007 a.u.
Total charge: +1

Structure (XYZ):
```
53
C14H30N3OSeSi2SnTe ωB97M-V/def2-TZVPD
Sn 2.47 2.18 -1.08
C -2.08 4.08 3.23
Si -1.62 2.48 2.35
C -0.48 1.40 3.39
C -3.13 1.49 1.81
C -0.62 2.92 0.77
Te -0.15 1.13 -0.32
C -1.58 1.38 -1.89
Si -1.98 -0.28 -2.76
C -3.47 0.04 -3.85
C -0.49 -0.85 -3.77
C -2.33 -1.53 -1.40
H -2.65 3.87 4.13
H -2.69 4.72 2.59
H -1.19 4.64 3.51
H -1.01 0.96 4.23
H 0.36 1.97 3.80
H -0.07 0.58 2.79
H -3.71 1.15 2.67
H -2.83 0.59 1.25
H -3.79 2.08 1.17
H 0.31 3.41 1.04
H -1.16 3.56 0.08
H -1.21 2.15 -2.56
H -2.47 1.76 -1.39
H -3.26 0.83 -4.58
H -4.34 0.34 -3.27
H -3.74 -0.86 -4.41
H -0.27 -0.14 -4.57
H -0.69 -1.82 -4.23
H 0.41 -0.95 -3.15
H -3.10 -1.16 -0.71
H -1.43 -1.75 -0.82
H -2.69 -2.48 -1.81
Se 2.43 1.98 -3.71
C 1.25 3.30 -3.31
N 0.51 4.08 -2.87
N 3.03 0.00 -0.61
C 3.10 -0.93 0.07
N 3.15 -1.99 0.81
C 4.34 -2.32 1.61
C 4.59 -3.82 1.49
O 3.44 -4.55 1.86
C 2.35 -4.27 1.01
C 1.96 -2.80 1.09
H 4.15 -2.07 2.65
H 5.20 -1.75 1.25
H 5.40 -4.12 2.16
H 4.88 -4.07 0.45
H 1.52 -4.89 1.35
H 2.60 -4.53 -0.03
H 1.60 -2.57 2.10
H 1.17 -2.56 0.38
```

---

# 5
ORCA calculation (ωB97M-V/def2-TZVPD) on 2 unconnected molecules or ions with the total composition C14H30N4O5S in a non-equilibrium geometry.

## Properties
Energy: -1544.88052 a.u.
Structure (SMILES): C[C@H](O)N[C@@H](CCN)C(=O)O.CNC(=O)[C@H](CCSC)NC(C)=O

Structure (XYZ):
```
54
C14H30N4O5S ωB97M-V/def2-TZVPD
O -1.03 -5.59 -2.84
O -4.87 3.56 1.41
O 2.13 -3.78 0.48
O -5.26 1.84 2.82
O -0.61 2.41 0.21
S 2.62 -0.21 -0.30
C -0.31 -4.60 -2.88
C -4.45 2.63 2.08
C 2.41 -3.43 -0.65
N 3.70 -3.34 -1.01
N -1.65 0.08 3.78
N -2.21 3.36 1.22
N 0.39 -4.24 -1.81
C 3.14 1.39 -0.96
C -0.22 -3.80 -4.16
C 4.25 -2.93 -2.30
C -0.43 4.79 0.39
C 1.19 -0.52 -1.38
C -1.18 1.46 3.76
C -0.77 3.48 1.07
C -2.91 2.37 2.09
C -2.35 2.42 3.53
C 0.47 -1.86 -1.20
C 1.29 -3.09 -1.66
H -6.15 2.18 2.65
H -1.52 2.24 -0.09
H 4.35 -3.57 -0.27
H -0.87 -0.58 3.82
H -2.30 -0.08 4.55
H -2.65 4.28 1.29
H 0.28 -4.83 -0.99
H 4.01 1.75 -0.40
H 3.40 1.30 -2.01
H 2.33 2.12 -0.84
H -0.51 -2.77 -3.97
H 0.80 -3.84 -4.54
H -0.89 -4.24 -4.90
H 3.91 -3.61 -3.08
H 5.35 -2.96 -2.26
H 3.95 -1.91 -2.53
H 0.64 4.83 0.17
H -0.69 5.63 1.04
H -0.99 4.88 -0.55
H 0.47 0.27 -1.19
H 1.51 -0.43 -2.42
H -0.69 1.70 4.71
H -0.42 1.57 2.97
H -0.21 3.38 2.01
H -2.76 1.36 1.70
H -3.14 2.17 4.25
H -2.04 3.45 3.76
H -0.44 -1.81 -1.79
H 0.19 -1.98 -0.15
H 1.74 -2.86 -2.63
```

---

# 6
ORCA calculation (ωB97M-V/def2-TZVPD) on 8 unconnected molecules or ions with the total composition C14H30N6O16 in a non-equilibrium geometry.

## Properties
ΔE to the lowest compared entry with this formula, charge and spin: 49.0 kJ/mol
Energy: -2083.24141 a.u.
Structure (SMILES): C[N+](=O)[O-].C[N+](=O)[O-].C[N+](=O)[O-].C[N+](=O)[O-].C[N+](=O)[O-].C[N+](=O)[O-].O=C1CCCO1.O=C1CCCO1

Structure (XYZ):
```
66
C14H30N6O16 ωB97M-V/def2-TZVPD
O -11.76 -4.67 5.31
C -12.16 -4.59 6.43
O -11.84 -3.55 7.24
C -12.17 -3.88 8.59
C -12.56 -5.36 8.57
C -13.07 -5.55 7.14
H -13.01 -3.20 8.83
H -11.34 -3.69 9.31
H -13.28 -5.55 9.44
H -11.67 -5.94 8.76
H -14.11 -5.23 7.05
H -12.92 -6.60 6.76
O -15.28 -3.99 10.59
C -15.98 -3.31 9.86
O -15.60 -2.87 8.64
C -16.63 -2.10 7.96
C -17.89 -2.34 8.78
C -17.35 -2.80 10.16
H -16.65 -2.34 6.94
H -16.37 -1.08 8.19
H -18.37 -3.23 8.40
H -18.50 -1.46 8.76
H -17.88 -3.55 10.71
H -17.11 -1.93 10.85
C -17.68 -7.41 6.95
N -17.86 -5.95 6.57
O -18.87 -5.40 6.93
O -16.91 -5.37 6.05
H -17.00 -7.62 7.75
H -17.44 -7.82 5.95
H -18.59 -7.81 7.28
C -17.61 -0.12 3.14
N -18.08 -0.17 4.56
O -17.83 0.79 5.26
O -18.65 -1.21 4.90
H -17.86 -1.02 2.65
H -16.55 0.10 3.23
H -17.98 0.80 2.66
C -13.34 -0.81 2.80
N -13.89 -0.66 1.39
O -15.11 -0.81 1.23
O -13.12 -0.55 0.46
H -13.70 -1.79 3.16
H -13.62 0.09 3.43
H -12.27 -0.89 2.63
C -10.91 -3.98 2.13
N -12.33 -4.53 2.02
O -13.23 -3.76 2.17
O -12.39 -5.73 1.90
H -10.23 -4.49 1.50
H -10.69 -3.89 3.18
H -10.99 -3.00 1.74
C -13.40 -8.96 2.89
N -14.52 -9.13 3.85
O -14.31 -9.42 4.99
O -15.59 -8.89 3.31
H -12.59 -9.02 3.61
H -13.59 -7.93 2.47
H -13.46 -9.70 2.07
C -16.09 -4.57 2.91
N -15.19 -4.22 3.97
O -15.23 -3.05 4.34
O -14.50 -5.10 4.41
H -16.95 -5.15 3.27
H -15.59 -5.12 2.17
H -16.42 -3.67 2.41
```